ORCA calculation (ωB97M-V with the def2-TZVPD basis set) on a structure of composition C28H31N6O2RhS2Te.

```
! RIJCOSX wB97M-V def2-TZVPD def2/J DEFGRID3
* xyz 2 5
Rh -0.122 -0.683 -0.355
O 4.237 -1.857 2.815
C 4.758 -1.971 1.653
C 6.157 -2.318 1.577
C 6.742 -2.429 0.363
C 5.976 -2.204 -0.815
C 4.605 -1.884 -0.756
C 3.971 -1.760 0.443
C 2.517 -1.427 0.490
O 1.903 -1.325 -0.626
N 2.026 -1.267 1.685
N 0.660 -0.930 1.665
C 0.112 -0.857 2.833
S 0.962 -1.134 4.312
C -0.519 -1.135 5.360
C -1.530 -0.172 4.767
S -1.558 -0.437 2.974
H 3.225 -1.587 2.684
H 6.691 -2.475 2.504
H 7.788 -2.689 0.280
H 6.460 -2.281 -1.780
H 4.032 -1.739 -1.661
H -0.210 -0.814 6.353
H -0.910 -2.149 5.417
H -1.281 0.867 4.968
H -2.535 -0.380 5.130
C -2.537 -0.518 -2.047
N -1.992 -1.553 -1.073
C -1.909 -2.861 -1.818
N -3.189 -3.236 -2.366
C -3.657 -2.191 -3.284
N -3.812 -0.898 -2.596
C -4.766 -1.064 -1.491
N -4.319 -2.090 -0.541
C -3.039 -1.713 0.003
C -4.162 -3.359 -1.272
H -1.812 -0.415 -2.858
H -2.632 0.429 -1.515
H -1.571 -3.620 -1.113
H -1.168 -2.751 -2.610
H -4.617 -2.489 -3.701
H -2.943 -2.077 -4.100
H -5.733 -1.356 -1.895
H -4.877 -0.112 -0.969
H -2.691 -2.491 0.685
H -3.119 -0.767 0.538
H -5.125 -3.646 -1.689
H -3.834 -4.136 -0.581
Te 0.528 1.479 -1.837
C 2.050 2.602 -0.956
C 2.830 3.376 -1.803
C 3.807 4.194 -1.246
C 3.994 4.221 0.129
C 3.213 3.429 0.963
C 2.233 2.608 0.423
C -1.106 2.692 -1.335
C -1.555 2.732 -0.016
C -2.653 3.519 0.303
C -3.297 4.249 -0.691
C -2.845 4.200 -2.002
C -1.743 3.418 -2.332
H 2.683 3.359 -2.875
H 4.417 4.813 -1.892
H 4.753 4.864 0.554
H 3.363 3.456 2.035
H 1.621 1.992 1.071
H -1.054 2.165 0.760
H -3.004 3.566 1.326
H -4.152 4.863 -0.439
H -3.346 4.771 -2.773
H -1.393 3.385 -3.356
*
```

## Properties
<S²> ... 6.038
HOMO energy (alpha / beta) ... -13.49 / -13.74 eV
Largest force on an atom ... 0.8 eV/Å